[1]
Formula: C4H10BNO
Source: OMol25
Level of theory: wB97M-V/def2-TZVPD

Summary:
Lowest unoccupied orbital energy in eV: 0.78
Highest occupied orbital energy in eV: -10.1
Structure (SMILES): C[C@@H]1CO1.[H]/B=N/C
Molar mass in g mol⁻¹: 98.9

Geometry (Å):
C1 2.140 -0.498 0.342
H1 2.526 -1.324 -0.240
B1 2.747 1.781 -0.904
H2 -0.796 1.170 -1.204
C2 -2.163 -0.654 -0.712
H3 3.304 2.696 -1.474
H4 2.560 -0.740 1.310
H5 -1.637 -1.414 -1.206
C3 -0.992 0.873 1.037
N1 2.492 0.705 -0.338
O1 -2.078 1.531 0.423
H6 -3.099 -0.481 -1.233
H7 -1.133 0.050 1.800
C4 -1.399 0.610 -0.351
H8 0.012 1.392 1.077
H9 1.101 -0.315 0.306
H10 -2.442 -0.975 0.241


[2]
Formula: C35H38CdN7P2S2
Source: OMol25
Level of theory: wB97M-V/def2-TZVPD

Summary:
Net charge: +1
Lowest unoccupied orbital energy in eV: -2.43
Highest occupied orbital energy in eV: -10.2
Molar mass in g mol⁻¹: 795.2

Geometry (Å):
H1 1.841 2.766 2.874
C1 0.121 -0.193 -3.189
H2 -0.419 4.795 2.111
H3 3.692 -4.544 4.162
H4 -4.549 5.760 2.640
C2 -1.567 -3.819 3.072
H5 4.107 -5.097 0.729
C3 3.109 -0.706 6.369
H6 -0.118 -1.118 5.439
S1 -3.162 1.358 -1.608
H7 -5.181 3.471 1.951
H8 0.452 -3.141 3.311
C4 0.542 -0.066 -4.618
C5 1.016 -2.528 -3.007
C6 0.338 -1.459 -2.445
C7 2.235 4.040 -0.756
H9 1.628 0.026 -4.692
N1 -0.256 1.217 2.821
C8 -1.921 4.246 -4.132
C9 -2.204 -1.168 2.574
H10 -2.169 6.420 2.712
N2 -0.524 0.711 -2.558
C10 3.651 -0.330 5.147
H11 -2.172 5.292 -3.950
H12 -3.649 -4.227 2.740
C11 -0.153 -2.734 -0.567
C12 1.101 3.332 -0.393
H13 3.068 -2.948 3.948
H14 -3.520 3.658 -2.849
H15 0.337 3.123 -1.137
C13 1.752 -0.986 6.474
H16 4.285 -5.792 2.300
H17 3.745 -0.780 7.242
N3 3.898 -5.074 1.711
C14 -4.138 3.757 1.997
C15 -3.158 2.840 1.653
H18 1.479 -2.421 -3.977
H19 4.708 -0.113 5.064
C16 -2.100 2.263 -2.676
N4 3.299 -3.845 3.553
Cd1 -1.128 0.293 -0.409
C17 3.089 3.834 1.485
H20 -2.475 -0.131 2.405
P1 -0.544 1.983 1.340
N5 -0.930 1.862 -3.138
C18 1.474 -0.519 4.123
H21 -2.059 2.782 -5.710
H22 -1.826 4.439 -6.283
C19 0.957 2.885 0.920
H23 0.513 -4.761 -0.514
C20 -3.782 5.043 2.379
C21 -2.445 5.416 2.420
N6 -0.226 -1.578 -1.224
C22 3.228 4.291 0.182
H24 -3.405 3.927 -5.678
N7 -2.567 3.452 -3.097
H25 -3.441 1.852 1.315
H26 3.866 4.024 2.213
H27 1.610 -4.572 -2.763
C23 -2.878 -3.468 2.773
H28 2.346 4.390 -1.774
H29 3.261 0.021 3.064
C24 0.938 -0.890 5.356
C25 2.838 -0.240 4.026
H30 -0.845 4.143 -4.003
C26 -1.460 4.501 2.085
C27 -1.815 3.207 1.702
C28 -2.328 3.824 -5.536
C29 1.953 3.129 1.860
H31 -0.618 -2.767 0.411
C30 -0.574 -2.853 3.108
C31 1.086 -3.733 -2.324
H32 -4.217 -1.858 2.305
H33 -0.885 1.448 3.582
P2 0.475 -0.328 2.613
C32 0.481 -3.847 -1.088
H34 -1.316 -4.853 3.275
H35 0.091 0.827 -5.042
H36 0.237 -0.935 -5.201
C33 -0.882 -1.512 2.862
C34 3.429 -3.913 2.210
H37 1.330 -1.276 7.427
C35 -3.196 -2.141 2.527
S2 2.983 -2.640 1.231
H38 4.116 4.838 -0.105


[3]
Formula: C27H61BN2O11S
Source: OMol25
Level of theory: wB97M-V/def2-TZVPD

Summary:
Lowest unoccupied orbital energy in eV: -1.63
Highest occupied orbital energy in eV: -8.3
Structure (SMILES): CCB(O)c1cc2nsnc2cc1COC(C)=O.CCO.CCO.CCO.CCO.CCO.CCO.CCO.CCO
Molar mass in g mol⁻¹: 632.7

Geometry (Å):
H1 -3.005 -4.442 -11.538
H2 5.110 2.823 5.699
H3 1.963 -2.614 2.535
H4 1.499 -3.220 -5.576
H5 -0.695 -3.886 -6.585
H6 -2.864 -1.728 -10.462
H7 -4.276 6.357 6.172
H8 -4.716 3.939 6.724
H9 5.180 1.795 7.144
H10 -3.036 5.850 5.007
H11 3.111 3.775 2.369
H12 7.359 0.043 0.755
H13 -3.927 5.677 -1.006
H14 -3.624 -2.162 -1.574
H15 3.874 -3.933 7.311
H16 2.611 -1.934 6.460
H17 -3.741 3.807 -2.675
H18 0.073 -2.857 2.026
O1 -4.963 5.393 4.496
H19 5.697 -0.835 0.920
H20 6.708 -0.894 -0.766
H21 -8.414 -1.273 0.856
B1 4.709 1.667 0.930
H22 -4.333 -3.605 -10.743
C1 -2.451 -3.469 -9.692
C2 5.678 1.207 -0.314
H23 1.098 -3.154 5.229
C3 3.071 1.766 0.929
H24 -3.153 4.255 -0.267
H25 1.733 -0.729 -1.517
H26 -0.886 -1.150 -1.431
H27 -0.525 -2.609 -7.806
C4 1.623 -2.591 0.263
O2 -1.521 -0.548 -1.854
H28 3.850 -2.441 5.295
O3 0.841 -3.048 -0.724
H29 -2.741 5.190 -3.161
C5 2.018 0.749 0.193
H30 1.409 -4.282 1.798
C6 2.918 -2.738 5.784
O4 -0.836 -1.971 -5.880
O5 2.817 -1.746 0.116
H31 1.701 -3.656 -7.290
C7 5.593 1.947 6.142
C8 -6.883 -1.388 -0.343
H32 7.502 2.280 5.192
H33 -1.846 2.890 -1.747
H34 -0.397 0.294 -0.184
H35 -1.554 -4.074 -9.530
H36 2.170 -4.351 7.011
H37 -3.485 3.450 5.567
C9 -3.780 4.252 6.251
O6 1.924 -2.898 4.783
O7 -1.718 3.583 -2.417
H38 -3.391 -3.038 -3.106
H39 3.401 -4.841 5.854
H40 -0.450 -1.099 -6.072
C10 7.094 2.141 6.198
H41 3.558 -0.318 -1.287
C11 -3.045 5.031 -1.032
H42 -4.951 -0.674 0.312
H43 -5.789 5.137 4.942
H44 -7.148 -0.479 -0.893
O8 5.280 0.816 5.343
H45 7.352 3.012 6.807
C12 2.405 3.018 1.811
H46 -2.885 -3.228 -8.718
H47 5.161 1.157 -1.362
H48 -3.013 4.357 7.023
C13 -0.266 2.241 1.240
N1 -1.701 2.632 1.532
O9 -8.062 -1.931 0.233
H49 -2.165 5.624 -0.763
H50 5.029 1.602 2.984
H51 1.679 -1.951 -6.781
C14 -2.870 4.412 -2.403
H52 -6.273 -0.377 1.466
C15 6.375 -0.238 0.145
C16 -5.867 -1.090 0.740
O10 -2.062 -2.261 -10.330
N2 0.185 4.383 2.817
H53 -2.879 -0.598 -3.383
H54 6.579 1.984 -0.413
C17 -2.884 -2.473 -2.319
C18 3.107 -4.038 6.538
C19 0.378 1.018 0.359
C20 1.242 -2.939 -6.603
H55 5.707 0.042 5.750
H56 -1.417 -1.572 -3.629
O11 5.409 2.083 2.191
H57 -3.750 -5.151 -10.085
H58 -2.178 -3.137 -1.808
C21 -3.969 5.552 5.497
H59 -5.618 -2.001 1.294
C22 1.200 -3.107 1.797
C23 0.781 3.268 1.976
S1 -1.547 4.041 2.602
C24 -0.261 -2.902 -6.785
C25 2.556 -0.533 -0.674
H60 7.584 1.258 6.621
C26 -2.167 -1.269 -2.893
C27 -3.443 -4.215 -10.560
H61 -6.483 -2.117 -1.053


| no. | F_max (eV/A) | gap between HOMO and LUMO (eV) |
| --- | --- | --- |
| 1 | 3.523 | 10.8 |
| 2 | 0.766 | 7.7 |
| 3 | 8.130 | 6.7 |